1.
The following is a quantum chemistry calculation of a structure of composition C29H35N2O4PPt, from OMol25.

Computed properties:
Highest occupied orbital energy (alpha / beta) ... -6.4 / -7.8 eV
E ... -54348.08868 eV
⟨S²⟩ ... 2.019
Frontier orbital gap (alpha / beta) ... 6.35 / 6.56 eV
Molecular weight ... 701.7 g mol⁻¹
ΔE to the lowest compared entry with this formula, charge and spin ... 37.6 kJ/mol
Multiplicity ... 3
Largest force on an atom ... 0.786 eV/Å

Last column: Mulliken charge in e.
Atoms and positions in Å:
Pt (-0.4642, -1.1148, 0.7753)  1.426
O (-2.1215, 2.2657, 3.6823)  -0.502
C (-1.9531, 1.0361, 3.1613)  -0.262
O (-2.6808, 0.5647, 2.3323)  -0.478
C (-0.8194, 0.2874, 3.8048)  0.563
C (-0.2936, 0.6514, 5.0275)  -0.199
C (0.6511, -0.1872, 5.6169)  -0.626
C (1.0124, -1.3520, 4.9729)  -0.235
C (0.4615, -1.6159, 3.7227)  0.291
N (-0.4103, -0.8013, 3.1531)  -0.313
C (0.7983, -2.8802, 2.9338)  0.288
O (1.5564, -3.6828, 3.4603)  -0.751
O (0.2281, -2.9641, 1.7963)  -0.828
H (-2.8643, 2.6610, 3.1990)  0.379
H (-0.6330, 1.5552, 5.5126)  0.526
H (1.0811, 0.0671, 6.5769)  0.443
H (1.7108, -2.0621, 5.3920)  0.542
C (1.5487, -3.6299, -1.9415)  -1.618
C (2.4940, -2.7344, -1.1376)  0.849
C (3.1097, -3.5125, 0.0294)  -1.474
P (1.5553, -1.2848, -0.5135)  0.303
C (2.7828, -0.0696, 0.1820)  0.764
C (4.0804, 0.0398, -0.6151)  -1.623
C (3.0659, -0.3010, 1.6661)  -0.918
C (0.9869, -0.3793, -1.9811)  0.002
C (1.6860, -0.2918, -3.1797)  -0.063
C (1.2330, 0.4733, -4.2464)  0.339
C (1.9948, 0.5465, -5.5430)  -1.709
C (0.0369, 1.1685, -4.0741)  -1.128
C (-0.6855, 1.0889, -2.8990)  -0.557
C (-0.2298, 0.3038, -1.8309)  0.578
N (-0.9771, 0.1517, -0.6531)  0.079
C (-2.1373, 0.9705, -0.5128)  -1.489
C (-1.9842, 2.2701, -0.0299)  1.403
C (-0.6217, 2.7908, 0.3377)  -1.510
C (-3.1157, 3.0617, 0.1281)  -0.869
C (-4.3867, 2.5893, -0.1796)  0.664
C (-5.6039, 3.4546, 0.0211)  -1.585
C (-4.5028, 1.2897, -0.6542)  -0.994
C (-3.3968, 0.4658, -0.8246)  1.502
C (-3.5538, -0.9405, -1.3336)  -1.408
H (2.1099, -4.4555, -2.3834)  0.466
H (1.0447, -3.0914, -2.7452)  0.321
H (0.7857, -4.0533, -1.2846)  0.327
H (3.2913, -2.3565, -1.7843)  0.411
H (2.3578, -3.7578, 0.7819)  0.249
H (3.9082, -2.9547, 0.5188)  0.251
H (3.5409, -4.4444, -0.3423)  0.463
H (2.2347, 0.8746, 0.0914)  0.194
H (4.6856, -0.8632, -0.5062)  0.283
H (4.6732, 0.8762, -0.2378)  0.479
H (3.9029, 0.2147, -1.6761)  0.365
H (3.5376, -1.2658, 1.8536)  0.193
H (2.1480, -0.2586, 2.2507)  -0.143
H (3.7372, 0.4764, 2.0391)  0.545
H (2.6099, -0.8480, -3.2997)  0.157
H (2.9197, -0.0271, -5.4890)  0.341
H (2.2520, 1.5779, -5.7908)  0.361
H (1.4029, 0.1510, -6.3705)  0.346
H (-0.3464, 1.7766, -4.8864)  0.415
H (-1.6230, 1.6216, -2.8032)  0.538
H (-0.0878, 2.0667, 0.9601)  0.056
H (-0.7007, 3.7306, 0.8836)  0.473
H (-0.0059, 2.9619, -0.5495)  0.349
H (-2.9979, 4.0763, 0.4993)  0.419
H (-5.3834, 4.5011, -0.1918)  0.386
H (-5.9638, 3.3984, 1.0510)  0.267
H (-6.4216, 3.1395, -0.6267)  0.399
H (-5.4858, 0.9009, -0.9000)  0.392
H (-4.6057, -1.2186, -1.3794)  0.496
H (-3.0360, -1.6497, -0.6853)  0.172
H (-3.1228, -1.0496, -2.3320)  0.228

Cartesian forces, eV/Å:
0.66 -0.06 -0.42
0.05 0.08 -0.16
-0.08 -0.26 0.20
0.13 0.05 0.09
0.02 0.13 -0.12
0.02 0.02 0.16
-0.05 0.07 -0.01
0.01 -0.03 0.01
-0.05 -0.08 -0.03
-0.14 0.10 -0.05
-0.02 0.06 0.07
0.03 -0.03 -0.09
-0.20 -0.03 -0.01
-0.02 0.00 0.02
0.01 -0.02 0.01
-0.02 0.01 0.00
0.00 -0.01 -0.03
-0.03 0.00 0.03
-0.15 -0.13 0.09
0.04 0.03 0.00
-0.05 0.46 0.15
0.10 -0.09 -0.02
0.00 0.00 0.03
-0.05 0.02 0.01
0.04 -0.06 0.02
0.04 -0.01 0.03
-0.03 0.03 -0.03
-0.03 0.00 0.04
0.03 -0.01 -0.01
-0.05 0.02 0.05
-0.15 -0.03 0.06
-0.09 -0.12 0.15
0.04 -0.12 -0.12
0.01 0.14 0.05
-0.03 -0.03 -0.01
0.04 0.00 0.01
-0.01 0.00 0.01
0.03 -0.01 -0.01
-0.04 0.01 0.02
-0.07 -0.08 -0.06
0.03 0.04 0.02
0.00 0.00 0.01
0.02 0.01 0.00
0.01 0.01 0.00
-0.01 0.00 -0.05
0.00 -0.03 -0.03
0.01 0.01 -0.01
0.00 0.01 0.00
-0.02 0.01 -0.03
-0.01 0.00 -0.02
0.01 -0.01 0.00
-0.01 0.00 -0.01
0.00 -0.02 0.00
-0.02 0.00 0.01
0.00 -0.01 -0.01
0.00 0.00 0.02
0.00 0.00 0.00
0.00 0.00 0.00
0.00 0.00 0.00
0.00 -0.01 0.01
0.02 0.01 -0.01
0.00 0.01 0.01
0.01 0.01 -0.02
0.01 -0.02 0.01
0.00 0.00 -0.02
0.00 0.00 -0.01
0.01 -0.02 0.01
0.01 0.00 0.00
0.01 0.00 0.01
0.00 0.01 -0.03
0.00 0.00 0.02
0.01 0.00 0.01



2.
The following is a quantum chemistry calculation of a structure of composition C29H35N7O6S2SiTi at a distorted geometry, from OMol25.

Computed properties:
Highest occupied orbital energy (alpha / beta) ... -6.2 / -7.6 eV
E ... -106020.58323 eV
⟨S²⟩ ... 2.015
Frontier orbital gap (alpha / beta) ... 5.72 / 7.03 eV
Molecular weight ... 717.7 g mol⁻¹
ΔE to the lowest compared entry with this formula, charge and spin ... 65.8 kJ/mol
Multiplicity ... 3
Largest force on an atom ... 1.728 eV/Å

Last column: Mulliken charge in e.
Atoms and positions in Å:
Ti (0.2991, 0.5176, 0.0359)  -1.007
O (0.7878, 3.1857, 3.5063)  -0.771
C (-0.5431, 3.3402, 3.6805)  0.525
C (-0.9588, 3.9071, 4.8851)  -0.586
C (-2.3035, 4.0728, 5.1519)  -0.322
C (-3.2629, 3.6841, 4.2176)  -0.714
C (-2.8538, 3.1280, 3.0210)  -0.643
C (-1.5004, 2.9474, 2.7298)  0.278
C (-1.1039, 2.3215, 1.4517)  1.162
O (0.1890, 2.0557, 1.2429)  -0.579
N (-1.9949, 2.0741, 0.5395)  -1.240
N (-1.3172, 1.4521, -0.5238)  1.182
C (-1.3531, 1.9912, -1.7435)  -1.359
C (-0.1415, 1.8666, -2.4718)  1.228
C (0.0812, 2.4395, -3.7421)  -1.175
C (1.3363, 2.4299, -4.2813)  -0.274
C (2.3921, 1.8156, -3.5782)  -1.000
C (2.1234, 1.2702, -2.3543)  -0.208
N (0.9064, 1.2990, -1.7649)  0.632
H (0.9155, 2.7293, 2.6526)  0.431
H (-0.1971, 4.2027, 5.5996)  0.426
H (-2.6121, 4.4966, 6.1016)  0.382
H (-4.3188, 3.8127, 4.4273)  0.402
H (-3.5746, 2.8109, 2.2775)  0.466
H (-2.1532, 2.6597, -2.0451)  0.421
H (-0.7501, 2.9052, -4.2597)  0.463
H (1.5248, 2.9031, -5.2387)  0.463
H (3.3920, 1.7668, -3.9870)  0.454
H (2.9116, 0.7916, -1.7862)  0.268
C (1.0686, -0.3338, 6.7548)  -1.279
Si (0.1369, -0.8528, 5.2142)  0.228
C (-1.4852, 0.0541, 5.2436)  -0.573
C (-0.1090, -2.7023, 5.2090)  -1.119
C (1.2897, -0.4654, 3.7600)  0.481
C (2.6268, -0.1887, 3.9992)  0.098
C (3.5238, 0.0963, 2.9662)  -1.183
C (3.0334, 0.1392, 1.6909)  -0.248
N (1.7520, -0.1380, 1.3950)  0.027
C (0.8926, -0.4791, 2.3953)  0.317
S (-0.7172, -0.8685, 1.8624)  -0.561
H (0.3623, -0.2547, 7.5884)  0.359
H (1.5438, 0.6466, 6.6271)  0.374
H (1.8422, -1.0581, 7.0418)  0.320
H (-1.9711, -0.1232, 6.2123)  0.464
H (-2.1557, -0.2765, 4.4495)  0.269
H (-1.3345, 1.1348, 5.1312)  -0.023
H (-0.5950, -3.0445, 6.1317)  0.358
H (0.8528, -3.2166, 5.1173)  0.345
H (-0.7371, -2.9938, 4.3596)  0.282
H (2.9893, -0.1654, 5.0241)  0.393
H (4.5681, 0.3046, 3.1626)  0.418
H (3.6685, 0.4157, 0.8575)  0.460
C (0.2352, -0.3436, -7.6029)  -1.182
C (-0.8582, -0.9096, -6.6928)  -0.418
S (-0.0770, -1.8443, -5.4013)  1.051
O (0.7715, -2.8534, -5.9872)  -0.706
O (0.4739, -0.9162, -4.4471)  -0.382
C (-1.4338, -2.6813, -4.6123)  -0.719
C (-0.9314, -3.6032, -3.5033)  -1.325
N (-0.1590, -2.9274, -2.4382)  0.344
C (-0.6437, -1.9176, -1.7011)  0.616
N (0.3135, -1.3292, -0.9833)  0.796
C (1.4676, -1.9876, -1.2846)  -0.639
C (1.2041, -2.9582, -2.1811)  -0.378
N (2.1592, -3.9191, -2.6740)  1.143
O (3.3086, -3.7164, -2.3919)  -0.633
O (1.7683, -4.8564, -3.3217)  -0.668
C (-2.0868, -1.5806, -1.6280)  -1.809
H (-0.1891, 0.3957, -8.2795)  0.387
H (0.6978, -1.1366, -8.1877)  0.338
H (1.0151, 0.1416, -7.0114)  0.289
H (-1.5378, -1.5816, -7.2222)  0.396
H (-1.4209, -0.1251, -6.1826)  0.362
H (-1.9150, -3.2819, -5.3875)  0.683
H (-2.1127, -1.9061, -4.2491)  0.424
H (-0.2967, -4.3618, -3.9260)  0.445
H (-1.7820, -4.0858, -3.0331)  0.409
H (2.4135, -1.7609, -0.8251)  0.670
H (-2.7021, -2.3980, -2.0016)  0.543
H (-2.3109, -0.6750, -2.1902)  0.175
H (-2.3373, -1.3871, -0.5913)  0.276

Cartesian forces, eV/Å:
0.11 -0.43 1.03
-0.04 0.07 0.16
0.01 -0.05 -0.03
0.01 0.06 0.08
-0.04 -0.01 0.01
-0.02 0.00 0.00
-0.03 0.02 0.04
0.18 -0.08 0.03
-0.02 0.26 -0.39
-0.51 0.61 0.75
-0.14 0.05 -0.27
-0.84 0.80 -0.58
0.06 0.15 0.27
0.06 0.16 0.18
-0.06 -0.07 -0.07
0.02 0.02 -0.08
-0.01 0.00 -0.08
-0.25 -0.02 0.05
0.26 0.41 -1.38
-0.02 -0.07 -0.17
-0.08 -0.04 -0.07
0.03 0.00 -0.07
0.09 -0.02 -0.01
0.03 0.01 0.04
0.02 0.00 -0.04
0.05 -0.01 0.04
-0.03 -0.05 0.04
-0.04 0.02 0.03
0.02 -0.03 0.07
0.19 -0.04 0.18
0.13 -0.02 -0.03
-0.14 0.16 -0.12
-0.17 -0.19 0.05
0.11 0.05 -0.32
-0.12 0.06 0.15
0.13 -0.02 0.14
-0.13 -0.01 -0.17
0.88 -0.39 1.00
0.16 -0.25 0.21
0.07 -0.08 0.43
0.10 -0.02 -0.06
-0.11 -0.12 0.06
-0.09 0.15 -0.04
0.08 0.03 -0.13
0.02 0.04 0.03
-0.06 -0.15 0.04
0.06 0.04 -0.15
-0.09 0.02 0.02
0.10 0.00 0.11
-0.01 -0.03 -0.13
-0.09 0.01 -0.01
-0.01 0.00 -0.06
-0.03 -0.01 0.09
0.16 0.08 -0.09
0.24 -0.16 -0.08
-0.13 0.13 0.08
0.08 0.07 0.04
0.04 0.15 0.13
0.13 0.14 0.32
0.08 -0.25 -0.60
-0.10 0.29 0.52
-0.15 -1.26 -1.18
0.23 0.26 0.24
-0.02 -0.40 -0.26
-0.51 0.57 0.11
0.91 0.32 0.36
-0.66 -0.77 -0.52
0.03 0.06 -0.12
-0.03 -0.02 -0.01
-0.03 0.01 0.02
-0.09 0.01 -0.02
0.04 0.09 0.00
-0.02 -0.03 -0.08
-0.06 0.00 0.15
-0.01 -0.13 -0.06
0.22 -0.26 -0.06
-0.09 -0.12 0.02
-0.02 0.03 0.01
0.00 0.03 0.07
0.01 0.07 -0.03
-0.07 0.06 0.19



3.
The following is a quantum chemistry calculation of a structure of composition C29H36AsNOPSiY at a distorted geometry, from OMol25.

Computed properties:
Highest occupied orbital energy ... -12.4 eV
E ... -113228.81865 eV
Frontier orbital gap ... 5.75 eV
Molecular weight ... 637.5 g mol⁻¹
ΔE to the lowest compared entry with this formula, charge and spin ... 361.9 kJ/mol
Multiplicity ... 1
Largest force on an atom ... 2.637 eV/Å
Total charge ... +2

Last column: Mulliken charge in e.
Atoms and positions in Å:
Y (-0.5331, -0.0307, -0.3878)  0.771
N (0.1088, 0.7227, 2.3101)  -0.168
C (0.4489, 2.0616, 2.7371)  0.160
C (0.3477, 2.3976, 4.0809)  -0.570
C (0.7623, 3.6386, 4.5295)  -0.696
C (1.2604, 4.5632, 3.6268)  -0.859
C (1.3164, 4.2566, 2.2790)  -0.531
C (0.9093, 3.0077, 1.8127)  0.348
P (1.0389, 2.5833, 0.0234)  1.766
C (2.2487, 3.8286, -0.5508)  0.029
C (3.5863, 3.4533, -0.4381)  -0.584
C (4.5839, 4.3091, -0.8625)  -0.650
C (4.2519, 5.5349, -1.4163)  -0.565
C (2.9242, 5.9158, -1.5152)  -0.781
C (1.9179, 5.0713, -1.0822)  0.120
C (-0.5617, 3.2644, -0.6089)  0.064
C (-1.6832, 3.4750, 0.1921)  -0.345
C (-2.8416, 4.0034, -0.3613)  -0.747
C (-2.9013, 4.3154, -1.7117)  -0.602
C (-1.8058, 4.0606, -2.5246)  -1.060
C (-0.6524, 3.5240, -1.9788)  -0.590
H (0.9824, 0.1893, 2.2543)  0.193
H (-0.4557, 0.2997, 3.0495)  0.295
H (-0.0364, 1.6750, 4.7889)  0.363
H (0.7126, 3.8668, 5.5827)  0.417
H (1.6109, 5.5185, 3.9817)  0.452
H (1.6919, 4.9959, 1.5876)  0.419
H (3.8334, 2.4944, 0.0007)  0.396
H (5.6192, 4.0227, -0.7692)  0.445
H (5.0267, 6.1947, -1.7712)  0.423
H (2.6703, 6.8777, -1.9306)  0.455
H (0.8871, 5.3872, -1.1443)  0.478
H (-1.6414, 3.2961, 1.2605)  0.444
H (-3.6922, 4.1997, 0.2717)  0.474
H (-3.7839, 4.7817, -2.1207)  0.491
H (-1.8425, 4.2896, -3.5792)  0.496
H (0.2140, 3.3617, -2.6099)  0.623
C (1.3289, 0.5998, -3.7535)  -0.964
Si (-0.1101, -0.5908, -3.3374)  0.501
C (0.4839, -2.4100, -3.4664)  -0.705
C (-1.8903, -0.3509, -3.9799)  0.618
C (-2.4168, -1.2107, -4.9499)  -0.602
C (-3.7591, -1.1499, -5.2847)  -0.600
C (-4.5831, -0.2042, -4.6994)  -0.553
C (-4.0520, 0.7215, -3.8149)  -0.679
C (-2.7243, 0.6401, -3.4455)  0.459
H (1.6893, 0.4000, -4.7607)  0.487
H (2.1752, 0.4609, -3.0802)  0.265
H (1.0492, 1.6494, -3.7162)  0.228
H (0.9456, -2.5692, -4.4380)  0.444
H (-0.3259, -3.1306, -3.3786)  0.373
H (1.2352, -2.6449, -2.7106)  -0.245
H (-1.7892, -1.9374, -5.4434)  0.411
H (-4.1688, -1.8442, -6.0003)  0.402
H (-5.6343, -0.1805, -4.9333)  0.410
H (-4.6820, 1.5004, -3.4088)  0.447
H (-2.3324, 1.3625, -2.7270)  -0.357
C (3.6916, -3.3243, -0.9678)  -1.094
As (2.3101, -2.7204, 0.2687)  0.593
C (3.0828, -2.8670, 2.0461)  -1.120
C (0.7226, -3.8795, 0.2170)  -1.030
O (1.8209, -1.1689, -0.0580)  -0.369
H (3.8164, -4.3993, -0.8462)  0.427
H (4.6277, -2.8253, -0.7037)  0.384
H (3.4637, -3.1005, -2.0104)  0.320
H (3.3471, -3.9085, 2.2219)  0.427
H (2.3800, -2.5386, 2.8138)  0.346
H (3.9858, -2.2549, 2.0989)  0.380
H (0.9995, -4.9308, 0.2741)  0.400
H (0.1533, -3.7068, -0.7013)  0.253
H (0.1001, -3.6323, 1.0839)  0.370

Cartesian forces, eV/Å:
2.53 0.31 -0.29
-0.06 -0.47 -0.50
0.15 0.65 -0.03
-0.06 -0.17 -0.08
-0.02 -0.03 -0.11
-0.04 0.00 0.09
-0.02 -0.05 0.05
0.08 -0.53 -0.05
-0.82 0.76 0.45
0.16 -0.73 -0.29
-0.15 -0.07 0.05
0.12 0.04 0.01
-0.01 -0.03 0.01
0.01 0.09 0.00
-0.15 -0.15 0.13
0.24 -0.58 -0.03
-0.03 -0.08 0.20
-0.16 0.01 -0.12
0.07 0.00 0.15
0.08 -0.02 0.00
0.05 -0.03 -0.22
-0.20 0.00 0.06
0.17 -0.04 -0.23
0.01 -0.09 0.05
-0.02 0.06 0.08
0.01 0.16 -0.02
0.05 0.01 -0.05
0.10 -0.06 -0.06
0.12 -0.05 0.01
0.11 0.09 -0.02
-0.04 0.12 -0.04
-0.04 0.04 -0.06
0.05 0.02 0.02
-0.10 0.03 0.09
-0.12 -0.04 -0.05
-0.01 0.03 -0.08
-0.06 0.00 -0.02
-0.48 -0.40 -0.38
-0.01 0.15 1.73
-0.17 0.59 -0.25
0.87 0.01 -0.31
-0.01 0.18 0.27
-0.11 -0.04 -0.02
0.05 0.07 -0.03
-0.24 0.09 0.10
0.30 -0.26 0.13
0.09 0.03 -0.20
-0.09 -0.17 0.15
-0.15 0.05 0.00
0.12 -0.10 -0.18
-0.17 0.01 0.05
0.01 0.15 -0.01
0.10 -0.14 0.02
-0.03 -0.10 -0.12
-0.14 0.05 -0.12
-0.06 0.02 0.08
0.03 0.00 -0.06
-0.15 0.18 0.22
0.23 -1.42 0.08
-0.08 0.12 -0.29
0.37 0.33 0.06
-2.13 1.55 -0.03
-0.02 -0.02 0.03
-0.16 -0.03 0.05
-0.21 0.04 0.18
0.00 -0.03 0.01
-0.02 -0.04 -0.16
-0.11 -0.05 -0.09
0.02 0.00 0.01
0.23 0.02 0.04
0.15 -0.05 -0.07